Computed, not measured: a molecular structure, C51H54N4NiP3S3, with ωB97M-V/def2-TZVPD.

```
116
Properties=species:S:1:pos:R:3:mulliken_charge:R:1
Ni -0.8019 -0.9200 0.7481 -0.144
N -2.0863 -2.8327 1.7573 -0.325
C -3.5477 -2.7673 1.9730 -0.381
C -4.3320 -3.2491 0.7516 -1.482
C -3.4035 -1.3595 -0.6413 -1.249
C -1.2904 -1.9622 -1.9916 -1.817
N -0.4088 -2.0675 -0.7910 1.159
H -1.8676 -3.7343 1.3393 0.284
H -1.6048 -2.8271 2.6519 0.319
H -3.8023 -1.7327 2.2086 -0.191
H -3.8486 -3.3634 2.8396 0.641
H -5.3551 -2.8701 0.8187 0.344
H -4.4116 -4.3393 0.7808 0.381
H -3.0279 -1.0697 0.3474 -0.662
H -4.3357 -0.8061 -0.7777 0.971
H -0.6484 -1.6796 -2.8266 -0.079
H -1.7192 -2.9294 -2.2432 0.392
H 0.5444 -1.8135 -1.0972 -1.330
H -0.3272 -3.0433 -0.5334 0.244
C -2.6496 1.8120 -0.6802 -1.813
N -2.4455 2.4894 0.5741 0.387
C -2.8084 1.7148 1.7207 -2.183
P -1.4683 0.5665 2.3054 3.559
C -0.1432 1.6653 2.8429 0.087
C 0.9410 1.8602 1.9987 1.418
C 1.9176 2.7904 2.3198 -0.823
C 1.8163 3.5169 3.4964 -0.884
C 0.7508 3.3011 4.3625 -0.940
C -0.2290 2.3788 4.0387 -0.792
C -2.1890 -0.1324 3.8248 0.720
C -1.3590 -0.7020 4.7929 -0.342
C -1.8965 -1.2766 5.9329 -0.799
C -3.2708 -1.2899 6.1244 -0.729
C -4.1045 -0.7239 5.1746 -0.794
C -3.5684 -0.1513 4.0299 -0.887
C -1.8734 3.7745 0.6721 2.005
C -1.3324 4.4074 -0.4492 -0.686
C -0.7863 5.6775 -0.3500 -0.733
C -0.7549 6.3500 0.8596 -0.751
C -1.2931 5.7273 1.9743 -0.634
C -1.8480 4.4614 1.8894 -0.639
P -1.4333 0.4551 -1.0110 2.314
C -0.2538 1.1183 -2.2133 1.525
C 0.6214 2.1055 -1.7610 -0.817
C 1.4524 2.7688 -2.6465 -1.030
C 1.4418 2.4314 -3.9900 -0.827
C 0.6097 1.4201 -4.4429 -1.104
C -0.2367 0.7633 -3.5625 -0.801
C -2.4090 -0.9330 -1.7511 3.319
C -3.7072 -2.8483 -0.5927 1.507
C -4.5484 -3.2959 -1.7496 -1.302
C -4.7433 -2.6759 -2.9175 -0.789
C -4.1859 -1.4249 -3.4564 -0.963
C -3.1861 -0.6596 -3.0120 -1.597
H -2.6176 2.5118 -1.5120 0.700
H -3.6472 1.3583 -0.6887 0.529
H -3.6923 1.1173 1.4752 0.456
H -3.0740 2.3283 2.5800 0.770
H 1.0655 1.2507 1.1113 -1.026
H 2.7627 2.9214 1.6577 0.610
H 2.5781 4.2405 3.7524 0.440
H 0.6826 3.8562 5.2881 0.446
H -1.0625 2.2236 4.7139 0.554
H -0.2882 -0.6889 4.6684 0.293
H -1.2403 -1.7084 6.6760 0.471
H -3.6899 -1.7333 7.0176 0.419
H -5.1758 -0.7232 5.3226 0.472
H -4.2442 0.2852 3.3078 0.287
H -1.3038 3.9194 -1.4105 0.206
H -0.3739 6.1352 -1.2395 0.429
H -0.3237 7.3376 0.9331 0.419
H -1.2886 6.2287 2.9328 0.418
H -2.2533 4.0271 2.7897 0.222
H 0.6412 2.3851 -0.7199 0.344
H 2.1213 3.5353 -2.2813 0.559
H 2.1029 2.9380 -4.6787 0.395
H 0.6226 1.1277 -5.4836 0.425
H -0.8561 -0.0315 -3.9477 0.303
H -2.7680 -3.4074 -0.6470 0.318
H -5.0674 -4.2388 -1.6082 0.394
H -5.4199 -3.1710 -3.6042 0.401
H -4.6445 -1.1102 -4.3867 0.456
H -2.9314 0.2082 -3.6067 0.441
S 2.5323 -3.5073 2.5087 -0.110
C 2.4856 -2.0316 3.3527 -0.371
C 1.4777 -1.2609 2.8772 -0.973
N 0.7342 -1.8264 1.8724 0.893
C 1.2053 -3.0160 1.5896 -0.204
H 3.2054 -1.7858 4.1131 0.462
H 1.2773 -0.2511 3.1864 0.285
H 0.8307 -3.6436 0.8008 0.041
S 1.8922 -2.2571 -3.0618 -0.494
P 3.2671 -1.1996 -2.0735 1.553
S 2.7230 -0.3373 -0.3477 -0.630
C 4.7115 -2.2779 -1.7604 0.258
C 5.4702 -2.7425 -2.8325 -0.618
C 6.5299 -3.6066 -2.6198 -0.688
C 6.8454 -4.0203 -1.3316 -0.468
C 6.0992 -3.5576 -0.2598 -0.674
C 5.0394 -2.6879 -0.4746 -0.102
C 3.9875 0.0397 -3.2045 0.299
C 4.7171 1.1099 -2.6944 -0.444
C 5.3289 2.0108 -3.5510 -0.604
C 5.2131 1.8542 -4.9257 -0.565
C 4.4810 0.7945 -5.4405 -0.733
C 3.8666 -0.1077 -4.5830 -0.306
H 5.2306 -2.4328 -3.8418 0.340
H 7.1128 -3.9592 -3.4601 0.398
H 7.6758 -4.6936 -1.1670 0.380
H 6.3513 -3.8660 0.7467 0.402
H 4.4678 -2.2931 0.3561 0.219
H 4.8042 1.2255 -1.6209 0.395
H 5.9033 2.8349 -3.1471 0.430
H 5.6953 2.5557 -5.5938 0.397
H 4.3904 0.6676 -6.5112 0.415
H 3.2810 -0.9291 -4.9750 0.409
```

Results
* ΔE to the lowest compared entry with this formula, charge and spin: 0.5422 eV
* charge: +1

---

Computed, not measured: a molecular structure, C51H54N4O7P5Tl, with ωB97M-V/def2-TZVPD.

```
122
Properties=species:S:1:pos:R:3:mulliken_charge:R:1
Tl 0.0057 1.6092 -0.1986 1.296
N 3.5253 5.2092 -2.5057 -0.230
C 2.6109 4.0062 -2.5614 0.471
C 2.3959 3.5610 -4.0003 -1.882
P 3.4571 2.6467 -1.6221 0.674
O 3.9235 3.6192 -0.3496 -0.663
O 4.6714 2.2777 -2.3816 -0.832
O 2.5157 1.5857 -1.1395 -0.270
P 1.0024 4.7311 -1.9717 0.643
O 1.1985 4.6990 -0.3305 -0.500
O 1.1467 6.1652 -2.4019 -0.918
O -0.1764 3.9114 -2.3400 -0.512
H 4.2388 5.1801 -3.2293 0.338
H 3.9719 5.1876 -1.5809 0.297
H 2.8308 6.0170 -2.5701 0.403
H 3.3383 3.2401 -4.4480 0.485
H 1.9426 4.3588 -4.5934 0.496
H 1.7156 2.7095 -3.9956 0.238
H 4.4401 3.0593 0.2510 0.331
H 0.6067 5.3792 0.0291 0.294
N -3.2948 0.9801 -2.3012 -0.033
P -1.6352 0.6404 -2.6533 0.596
C -1.8847 0.5736 -4.4702 0.015
C -2.4420 -0.5165 -5.1341 -0.365
C -2.6307 -0.4722 -6.5070 -0.737
C -2.2655 0.6594 -7.2237 -0.568
C -1.7119 1.7490 -6.5670 -0.599
C -1.5191 1.7071 -5.1943 -0.549
C -1.5481 -1.1826 -2.3110 -0.757
C -2.7780 -1.9139 -1.8959 0.108
C -2.2537 -3.9353 -1.3339 0.062
C -0.7922 -4.1074 -1.6130 -1.466
C 0.0083 -3.1562 -2.1184 -0.629
C -0.3357 -1.7599 -2.3884 -1.043
C -3.7745 1.6601 -1.2028 0.295
C -5.1479 1.9409 -1.1054 -0.979
C -5.6141 2.6012 0.0081 -0.471
C -4.7110 2.9887 0.9951 -0.898
C -3.3814 2.6740 0.8111 -0.297
N -2.9183 2.0132 -0.2516 0.487
H -3.9637 0.8651 -3.0462 0.299
H -2.7272 -1.4016 -4.5782 0.414
H -3.0603 -1.3230 -7.0207 0.435
H -2.4123 0.6894 -8.2956 0.371
H -1.4262 2.6299 -7.1274 0.452
H -1.0915 2.5491 -4.6596 0.501
H -3.6574 -1.2806 -1.9741 0.835
H -2.7233 -4.8561 -0.9889 0.708
H -0.3938 -5.1057 -1.4684 0.404
H 1.0392 -3.4222 -2.3248 0.438
H 0.5020 -1.1301 -2.6832 0.620
H -5.8163 1.6256 -1.8965 0.470
H -6.6686 2.8224 0.1080 0.415
H -5.0410 3.5210 1.8757 0.460
H -2.6320 2.9657 1.5417 0.366
C -0.4947 -3.6727 1.2014 -2.856
N -0.0429 -3.7047 2.5937 1.725
C 1.3288 -3.3168 2.9595 -1.480
P 2.2341 -2.1009 1.8742 0.502
C 3.5980 -1.8154 3.0938 0.560
C 3.9228 -0.5033 3.4250 -0.504
C 4.9059 -0.2276 4.3672 -0.531
C 5.5864 -1.2665 4.9829 -0.486
C 5.2838 -2.5787 4.6474 -0.768
C 4.2976 -2.8501 3.7120 -0.200
C 3.1417 -3.1860 0.6915 0.909
C 3.3731 -4.5524 0.8319 -0.130
C 4.1278 -5.2383 -0.1088 -0.822
C 4.6383 -4.5778 -1.2169 -0.561
C 4.3946 -3.2218 -1.3779 -0.641
C 3.6559 -2.5315 -0.4290 -0.972
C -0.4552 -4.8276 3.3548 -0.256
C -0.7892 -4.6467 4.6960 -0.369
C -1.2183 -5.7158 5.4641 -0.739
C -1.3015 -6.9872 4.9125 -0.486
C -0.9461 -7.1808 3.5864 -0.937
C -0.5231 -6.1099 2.8125 0.044
P -1.3387 -2.0149 0.7453 0.898
C -2.3113 -1.8676 2.3069 0.753
C -2.9749 -2.9184 2.9437 -0.154
C -3.6901 -2.7020 4.1078 -0.955
C -3.7489 -1.4297 4.6663 -0.822
C -3.0940 -0.3788 4.0468 -0.485
C -2.3817 -0.6001 2.8735 -0.710
C -2.6550 -2.6736 -0.4989 1.592
C -2.9185 -3.2928 -2.5857 0.274
C -4.3163 -3.7539 -2.8299 -1.631
C -5.2846 -3.7286 -1.9138 -0.826
C -5.1529 -3.1961 -0.5637 -0.776
C -4.0524 -2.7523 0.0548 -1.080
H -1.2602 -4.4378 1.0717 1.050
H 0.3177 -3.8811 0.5045 0.325
H 1.9395 -4.2234 3.0639 0.394
H 1.2992 -2.8431 3.9458 0.448
H 3.4266 0.3045 2.9044 0.516
H 5.1447 0.7986 4.6236 0.398
H 6.3569 -1.0579 5.7138 0.379
H 5.8259 -3.3943 5.1090 0.408
H 4.0821 -3.8801 3.4587 0.242
H 2.9700 -5.1093 1.6689 0.305
H 4.3234 -6.2942 0.0316 0.426
H 5.2290 -5.1185 -1.9451 0.398
H 4.7866 -2.6970 -2.2399 0.489
H 3.5032 -1.4644 -0.5320 0.644
H -0.7326 -3.6512 5.1189 0.339
H -1.4963 -5.5546 6.4981 0.413
H -1.6377 -7.8223 5.5129 0.403
H -0.9829 -8.1719 3.1521 0.419
H -0.2289 -6.2717 1.7820 0.396
H -2.9548 -3.9156 2.5210 0.578
H -4.2075 -3.5274 4.5811 0.478
H -4.3016 -1.2638 5.5824 0.373
H -3.1427 0.6145 4.4763 0.449
H -1.8793 0.2218 2.3794 0.301
H -2.3185 -3.3897 -3.4898 1.015
H -4.5289 -4.1488 -3.8169 0.475
H -6.2666 -4.1037 -2.1783 0.401
H -6.0794 -3.1405 -0.0019 0.440
H -4.2009 -2.3314 1.0354 0.426
O 0.0326 3.0280 2.4710 -0.522
H 0.3237 2.2711 2.9921 0.297
H 0.8296 3.4926 2.1912 0.298
```

Results
* ΔE to the lowest compared entry with this formula, charge and spin: 3.6294 eV
* charge: 0

---

Number 1: HOMO-LUMO gap 6.30 eV. Number 2: HOMO-LUMO gap 7.95 eV.